DFT (wB97M-V/def2-TZVPD) results for C44H38N7O4RhS4SbSe4 as an isolated structure in a non-equilibrium geometry.

Last column: Mulliken charge in e.
Geometry (Å):
Rh 0.50664 -0.41652 0.02135  0.15
N 1.74851 1.02494 -0.58532  -0.44
S 1.78280 2.48314 -0.45710  2.07
N 2.05911 3.15645 -1.97608  -0.49
S 1.62376 2.39686 -3.23708  0.91
N 0.67910 1.17561 -3.35826  0.63
S -0.76203 0.82774 -2.61787  2.06
N -0.90404 0.58900 -1.19048  -0.72
C -1.22611 -0.52108 -3.71144  0.89
C -2.33451 -1.23335 -3.27468  -0.82
C -2.82550 -2.26808 -4.05336  -0.77
C -2.19801 -2.59369 -5.25001  -0.71
C -1.08372 -1.88266 -5.67046  -0.95
C -0.59408 -0.83362 -4.90294  -0.30
C -1.89447 2.08861 -3.18908  0.53
C -2.71682 2.68070 -2.24742  -0.56
C -3.59679 3.67409 -2.65957  -0.86
C -3.65346 4.04287 -3.99489  -0.66
C -2.84318 3.41341 -4.93567  -0.81
C -1.96041 2.42612 -4.53533  -0.56
C 1.03856 3.69975 -4.29702  0.46
C 1.03759 3.51186 -5.67146  -0.82
C 0.49146 4.49667 -6.47717  -0.76
C -0.05707 5.63842 -5.90366  -0.56
C -0.05750 5.80218 -4.52592  -0.62
C 0.50426 4.83369 -3.70770  -0.14
C 3.08245 1.79804 -4.06509  0.21
C 4.13787 2.69091 -4.19762  -0.54
C 5.30871 2.25644 -4.79348  -0.80
C 5.41826 0.94222 -5.23463  -0.47
C 4.36087 0.05909 -5.07599  -0.91
C 3.17718 0.48423 -4.48886  -0.34
C 0.57748 3.80163 -0.00833  0.54
C 1.09665 5.09593 -0.07190  -0.93
C 0.26871 6.17280 0.19200  -0.75
C -1.07008 5.96136 0.50855  -0.78
C -1.57518 4.67554 0.55036  -0.80
C -0.75066 3.58464 0.28728  0.02
C 3.21712 3.07289 0.42403  0.42
C 3.04751 3.43897 1.75082  0.01
C 4.17999 3.69905 2.50972  -0.82
C 5.44358 3.58874 1.94583  -0.57
C 5.59117 3.20615 0.61704  -0.73
C 4.46992 2.93340 -0.15127  -0.69
H -2.78825 -0.98159 -2.32161  0.72
H -3.68642 -2.83131 -3.71572  0.49
H -2.57635 -3.40973 -5.85348  0.41
H -0.59220 -2.14190 -6.60030  0.46
H 0.26783 -0.26678 -5.22572  0.26
H -2.67742 2.34719 -1.21783  0.58
H -4.23890 4.14876 -1.92881  0.52
H -4.34354 4.81591 -4.31155  0.40
H -2.90144 3.69242 -5.98080  0.46
H -1.33331 1.91897 -5.25842  0.45
H 1.45655 2.60964 -6.10249  0.47
H 0.48948 4.37315 -7.55258  0.40
H -0.48936 6.40318 -6.53732  0.41
H -0.49372 6.68678 -4.07952  0.48
H 0.51870 4.94443 -2.62828  0.16
H 4.04275 3.70418 -3.82417  0.47
H 6.14132 2.93906 -4.90362  0.43
H 6.33966 0.60377 -5.69114  0.41
H 4.45679 -0.96955 -5.39777  0.47
H 2.35164 -0.19470 -4.32017  0.50
H 2.13800 5.26522 -0.31446  0.46
H 0.67902 7.17628 0.17492  0.47
H -1.70680 6.80185 0.75983  0.40
H -2.59548 4.48015 0.85974  0.46
H -1.13173 2.58073 0.37057  0.46
H 2.05759 3.49538 2.20214  0.20
H 4.06075 3.97653 3.54959  0.49
H 6.32178 3.78940 2.54784  0.38
H 6.57927 3.10850 0.18432  0.43
H 4.56071 2.60921 -1.18178  0.36
N 0.18382 -2.23844 3.00399  -0.21
C 1.36350 -1.66140 2.83895  0.22
N 1.97779 -1.16609 3.91464  -0.37
S 2.15812 -1.57994 1.27797  -0.50
H -0.36999 -1.90687 3.80847  -0.04
H -0.33449 -2.40286 2.14869  0.36
H 1.37106 -0.90880 4.69449  0.24
H 2.72300 -0.52252 3.70833  0.25
Se -0.55433 3.55683 4.08734  -0.67
Sb -1.75768 1.53619 3.55749  0.50
Se 0.25151 0.93098 1.94436  0.15
Se -3.79313 1.73744 2.27398  -0.70
Se -1.47909 -0.28202 5.17751  -0.74
O 0.08915 -2.35289 -1.59912  -0.73
C -0.71990 -2.64398 -0.70383  0.92
O -0.83897 -1.97299 0.37460  -1.00
C -1.61879 -3.83715 -0.87360  0.30
C -1.52349 -4.59032 -2.03828  -0.60
C -2.34067 -5.69200 -2.23540  -0.65
C -3.25990 -6.05785 -1.26607  -0.51
C -3.33315 -5.30062 -0.10734  -0.42
C -2.53231 -4.19072 0.11101  -0.02
N -4.29897 -5.70236 0.92918  1.05
O -4.27728 -5.11598 1.98682  -0.59
O -5.06832 -6.61039 0.66912  -0.65
H -0.78981 -4.28857 -2.77440  0.52
H -2.25941 -6.27352 -3.14507  0.41
H -3.91155 -6.90998 -1.38552  0.50
H -2.62472 -3.60730 1.01465  0.75

Results
- HOMO level: -3.8 eV
- Strongest force on any atom: 0.022 Eh/bohr
- Kohn-Sham gap: 5.1 eV
- 2S+1: 1
- E_LUMO: 1.288 eV
- Total charge: -1

---

DFT (wB97M-V/def2-TZVPD) results for C44H39BrCl2GeN7O8SeTi as an isolated structure in a non-equilibrium geometry.

Last column: Löwdin spin population.
Geometry (Å):
Ti 0.27968 -0.16958 -0.13128  1.06
Cl 3.25578 -5.38788 2.98672  0.00
C 2.21948 -4.03708 2.69982  0.00
C 1.98938 -3.62268 1.39682  0.00
C 1.12638 -2.56118 1.16582  0.00
N 0.82838 -2.02118 -0.07328  -0.01
C 0.79808 -2.81778 -1.17068  0.08
O 0.81218 -4.04458 -1.20558  0.12
C 0.80098 -1.97038 -2.37498  0.16
C 1.19298 -2.48398 -3.60038  0.00
C 1.37538 -1.62478 -4.66578  0.15
C 1.16848 -0.26068 -4.43368  0.06
C 0.75718 0.17442 -3.19478  0.07
N 0.53618 -0.65068 -2.14728  0.17
C 0.49878 -1.90228 2.23782  0.00
C 0.76828 -2.30638 3.54132  0.00
C 1.62178 -3.37308 3.76362  0.00
Cl 1.93798 -3.86328 5.38752  0.00
N -0.33252 -0.82758 1.94452  0.00
C -1.52542 -0.91558 2.58002  0.00
O -2.06942 -1.98938 2.85392  0.00
C -2.21872 0.33062 3.09002  0.00
C -3.36312 0.12392 3.86922  0.00
C -3.97952 1.20222 4.47062  0.00
C -3.44772 2.46712 4.26632  0.00
C -2.31952 2.57382 3.47292  0.00
N -1.71562 1.54462 2.90702  0.00
H 2.46338 -4.12258 0.56842  0.00
H 1.37468 -3.54578 -3.66998  0.00
H 1.69578 -1.98338 -5.63228  0.01
H 1.34698 0.46242 -5.21758  0.00
H 0.60778 1.23502 -3.01368  0.00
H 0.29808 -1.80328 4.37262  0.00
H -3.71972 -0.88588 3.98722  0.00
H -4.85172 1.07102 5.09502  0.00
H -3.89022 3.33952 4.72342  0.00
H -1.86602 3.54092 3.29142  0.00
C -3.36832 0.02622 0.27492  0.00
O -2.09132 0.51622 -0.12018  0.02
C -1.99132 1.90202 -0.04958  0.00
C -2.99282 2.76472 -0.49858  0.00
C -2.75342 4.13152 -0.39408  0.00
Br -4.09362 5.32132 -1.04098  0.00
C -1.60402 4.66212 0.13602  0.00
C -0.60492 3.79512 0.62952  0.00
C -0.82522 2.39252 0.52282  0.00
O 0.04178 1.51212 1.04362  0.00
C 0.59258 4.22262 1.26252  0.00
N 1.53048 3.36102 1.66412  0.00
C 2.53728 4.09212 2.21252  0.00
C 3.75318 3.69642 2.75702  0.00
C 4.58928 4.69042 3.23092  0.00
C 4.23558 6.03672 3.18752  0.00
C 3.02428 6.44882 2.65672  0.00
C 2.19128 5.46452 2.16292  0.00
N 0.96188 5.51692 1.55622  0.00
H -4.07182 0.02422 -0.56488  0.00
H -3.77242 0.64162 1.08272  0.00
H -3.22712 -0.99628 0.62222  0.00
H -3.91292 2.38982 -0.91408  0.00
H -1.46012 5.73152 0.18112  0.00
H 0.84448 2.09942 1.41102  0.00
H 4.02108 2.65352 2.78952  0.00
H 5.55088 4.42622 3.64342  0.00
H 4.91838 6.77992 3.57182  0.00
H 2.74448 7.49142 2.62222  0.00
H 0.42788 6.34822 1.37932  0.00
C -4.30212 -4.57248 -1.83408  0.00
Ge -3.72642 -3.82748 -3.57838  0.00
C -1.87282 -4.31638 -4.05788  0.00
C -4.98302 -4.41208 -5.02558  0.00
C -3.81112 -1.83008 -3.47848  0.00
Se -2.23352 -1.16538 -2.48078  0.02
C -2.35432 0.69172 -3.11158  0.01
H -4.26392 -5.65768 -1.84638  0.00
H -5.31762 -4.26988 -1.59608  0.00
H -3.64482 -4.21618 -1.04668  0.00
H -1.81222 -5.32518 -4.45468  0.00
H -1.23012 -4.24698 -3.18538  0.00
H -1.49322 -3.62738 -4.80718  0.00
H -4.98692 -5.49388 -5.11328  0.00
H -4.68052 -4.00298 -5.98448  0.00
H -5.99922 -4.09128 -4.81818  0.00
H -4.72242 -1.47968 -2.99178  0.00
H -3.74222 -1.39858 -4.47728  0.00
H -2.09352 0.70932 -4.16838  0.00
H -1.63752 1.27862 -2.53708  0.00
H -3.36112 1.08382 -2.97078  0.00
O 3.21818 1.84752 -1.95368  0.01
C 2.74878 1.15382 -1.06858  0.00
O 1.49748 1.14372 -0.75178  0.01
C 3.60568 0.23822 -0.22818  0.00
C 3.15408 -0.20768 1.02062  0.01
C 3.95418 -1.05748 1.77882  0.00
C 5.19128 -1.45058 1.31022  0.00
C 5.65178 -0.97838 0.07652  0.00
C 4.85238 -0.13718 -0.69478  0.00
N 6.94498 -1.33608 -0.37388  0.00
O 7.65868 -2.00428 0.37762  0.00
O 7.30558 -0.95558 -1.48888  0.00
H 2.20658 0.15332 1.42652  0.01
H 3.59958 -1.40108 2.74092  0.00
H 5.82488 -2.11258 1.87732  0.00
H 5.20478 0.23632 -1.64348  0.00

Results
- HOMO level (alpha / beta): -2.1 / -4.8 eV
- Strongest force on any atom: 0.043 Eh/bohr
- Kohn-Sham gap (alpha / beta): 3.3 / 5.9 eV
- 2S+1: 3
- E_LUMO (alpha / beta): 1.143 / 1.152 eV
- Total charge: -1

---

DFT (wB97M-V/def2-TZVPD) results for C44H39FNNiO2PS3 as an isolated structure in a non-equilibrium geometry.

Last column: Löwdin spin population.
Geometry (Å):
Ni 0.50065 -0.48651 0.61923  1.41
C 0.28199 -3.90197 1.26215  0.00
C -0.42325 -3.25936 2.46121  0.00
C -1.76628 -2.74074 2.00596  0.00
C 0.43034 -2.19885 3.18062  0.01
C -0.06457 -1.83056 4.65098  0.00
O -0.31606 -0.34792 4.63456  0.00
C 0.04797 0.08454 3.38278  0.01
N 0.44834 -0.81956 2.54967  0.04
C -0.12960 1.51532 3.22952  0.00
C -0.35627 2.28978 4.37116  0.00
C -0.50115 3.68542 4.31602  0.00
C -0.34239 4.33110 3.09184  0.00
C -0.04819 3.56833 1.98349  0.01
C 0.13256 2.18588 2.03230  0.02
P 0.51306 1.56872 0.39727  0.08
C -0.72249 2.07280 -0.82971  0.03
C -0.52368 3.27008 -1.67056  0.01
C -1.77438 4.08196 -1.98917  0.00
C -3.03156 3.66358 -1.66100  0.00
C -3.25578 2.34466 -1.01115  0.00
C -2.04178 1.43659 -0.85752  0.00
C 2.06265 2.31483 -0.16995  0.00
C 2.39598 2.25292 -1.51560  0.01
C 3.34735 3.16544 -1.98740  0.00
C 3.86574 4.16273 -1.13948  0.01
C 3.69426 4.04185 0.26072  0.00
C 2.78491 3.10992 0.76810  0.01
H -0.19215 -4.89205 1.13064  0.00
H 1.37445 -4.09119 1.33414  0.00
H -0.00872 -3.26552 0.39811  0.00
H -0.55538 -4.04550 3.20532  0.00
H -1.61562 -2.08459 1.13502  0.00
H -2.29375 -2.16891 2.79507  0.00
H -2.40411 -3.62027 1.76455  0.00
H 1.47732 -2.51942 3.22964  0.00
H 0.62835 -2.07779 5.45171  0.00
H -1.04407 -2.29181 4.83785  0.00
H -0.38177 1.81972 5.34411  0.00
H -0.83420 4.18535 5.21247  0.00
H -0.51743 5.38053 3.00553  0.00
H 0.05084 4.08344 1.00166  0.00
H 0.31838 3.91767 -1.44760  0.00
H -1.61844 4.99210 -2.57333  0.00
H -3.91307 4.27355 -1.97577  0.00
H -3.86309 2.44194 -0.12836  0.00
H -2.18697 0.76213 0.00177  0.00
H 1.81222 1.56907 -2.18651  0.00
H 3.67278 3.13725 -3.01913  0.00
H 4.49929 4.96230 -1.51819  0.00
H 4.29869 4.62231 0.95091  0.00
H 2.63472 2.97379 1.87964  0.00
F 7.01020 -2.58927 1.09769  0.00
C 5.70499 -2.35429 0.73942  0.00
C 5.02152 -1.45928 1.57427  0.00
C 3.78626 -1.03460 1.10835  0.01
C 3.17035 -1.60834 -0.00507  0.03
C 1.84359 -1.35044 -0.47391  0.17
C 3.96540 -2.45337 -0.86228  0.01
C 5.23142 -2.89425 -0.47554  0.00
H 5.47600 -1.08609 2.47820  0.00
H 3.22431 -0.30052 1.65812  0.00
H 1.34979 -2.27003 -0.77839  0.01
H 1.82002 -0.55662 -1.23511  0.01
H 3.46490 -2.74793 -1.79002  0.00
H 5.78610 -3.64026 -1.04717  0.00
O -0.96544 -1.03796 -0.52572  0.09
C -1.81110 -1.06167 -1.61193  0.01
C -2.11035 0.46850 -2.04204  0.00
C -1.74050 0.81001 -3.33150  -0.01
C -0.88950 1.81550 -3.81347  0.00
C -0.36796 2.88669 -3.12470  -0.01
S -4.16157 1.17106 -2.18691  0.00
C -1.30159 -1.92087 -2.76611  0.00
C -2.02896 -2.25534 -3.88720  0.00
C -1.66729 -3.46225 -4.51745  0.00
C -0.43487 -3.93191 -4.01254  0.00
S 0.19894 -2.86855 -2.80177  0.00
C -3.17610 -1.59540 -1.12679  0.00
C -3.80978 -1.36936 0.08635  0.00
C -4.96364 -2.17459 0.20198  0.00
C -5.25110 -2.90973 -0.94054  0.00
S -4.14375 -2.58853 -2.16580  0.00
H -2.26861 0.27966 -4.09612  0.00
H -0.71408 1.78831 -4.86685  0.00
H 0.26637 3.59575 -3.66275  0.00
H -2.90886 -1.68690 -4.18050  0.00
H -2.20780 -4.00706 -5.29507  0.00
H 0.11951 -4.81473 -4.32475  0.00
H -3.36456 -0.71879 0.84769  0.00
H -5.58055 -2.18189 1.09603  0.00
H -6.11835 -3.50975 -1.13542  0.00

Results
- HOMO level (alpha / beta): -6.1 / -6.3 eV
- Strongest force on any atom: 0.064 Eh/bohr
- Kohn-Sham gap (alpha / beta): 4.4 / 4.6 eV
- 2S+1: 3
- E_LUMO (alpha / beta): -1.684 / -1.732 eV
- Total charge: 0